ORCA calculation (ωB97M-V/def2-TZVPD) on a molecular structure, C2H13O6Y2 in a non-equilibrium geometry.

Structure (XYZ):
```
23
C2H13O6Y2, DFT ωB97M-V/def2-TZVPD
Y 0.097 1.199 -4.028
Y 1.403 -2.497 -0.647
C -2.136 -0.322 2.340
C -2.790 -1.384 1.410
O -1.866 -2.124 0.633
H -1.586 0.320 1.652
H -1.433 -0.758 3.051
H -2.904 0.170 2.936
H -3.368 -0.790 0.703
H -3.375 -2.095 1.994
O 1.129 0.777 -0.969
H 0.829 1.241 -0.163
O 0.548 -1.846 -3.579
H 0.753 -2.572 -4.200
O 2.732 -0.995 1.879
H 3.281 -1.359 2.574
H 2.859 -0.049 1.943
O 4.666 2.210 -0.783
H 4.971 1.303 -0.759
H 3.730 2.153 -0.590
O -2.223 2.354 -2.031
H -3.093 2.656 -2.290
H -2.225 2.408 -1.075
```

Values from the calculation:
- Total charge: +3
- Electronic energy: -610.6046 hartree

Atom charges from the Mulliken analysis, given in e for atoms 1 to 4:
1 Y 2.05
2 Y 1.79
3 C -0.80
4 C -0.13



ORCA calculation (ωB97M-V/def2-TZVPD) on a molecular structure, C27H29INO2P2RuS2 in a non-equilibrium geometry.

Structure (XYZ):
```
65
C27H29INO2P2RuS2, DFT ωB97M-V/def2-TZVPD
Ru 0.299 0.484 -0.687
C 4.577 -2.190 2.526
C 3.145 -2.121 2.055
O 2.879 -0.806 1.449
P 2.807 -0.591 -0.091
S 2.525 1.411 -0.381
S 1.289 -1.756 -0.872
O 4.184 -1.064 -0.653
C 4.499 -1.140 -2.079
C 5.045 -2.513 -2.389
H 4.747 -3.139 3.033
H 4.785 -1.379 3.222
H 5.264 -2.125 1.683
H 2.446 -2.187 2.886
H 2.916 -2.899 1.326
H 5.235 -0.363 -2.276
H 3.598 -0.931 -2.661
H 5.903 -2.727 -1.754
H 5.375 -2.535 -3.427
H 4.288 -3.282 -2.233
C -2.172 2.119 5.350
C -2.737 0.931 4.911
C -2.458 0.450 3.643
C -1.617 1.177 2.798
C -1.021 2.356 3.255
C -1.314 2.829 4.521
P -1.256 0.498 1.161
C -1.799 1.728 -0.119
C -2.824 1.501 -1.053
C -3.332 2.556 -1.789
C -2.818 3.837 -1.632
C -1.734 4.056 -0.790
C -1.210 3.009 -0.054
C -2.166 -1.057 1.030
C -3.522 -1.175 0.725
C -4.115 -2.428 0.731
C -3.376 -3.553 1.071
C -2.036 -3.432 1.418
C -1.425 -2.191 1.381
H -2.388 2.485 6.344
H -3.400 0.373 5.558
H -2.906 -0.476 3.311
H -0.318 2.902 2.647
H -0.866 3.752 4.864
H -3.209 0.503 -1.206
H -4.136 2.375 -2.491
H -3.249 4.662 -2.185
H -1.301 5.044 -0.704
H -0.341 3.184 0.567
H -4.119 -0.294 0.536
H -5.162 -2.523 0.476
H -3.851 -4.525 1.073
H -1.476 -4.308 1.715
H -0.374 -2.093 1.629
I 1.900 3.453 -5.225
C 0.930 1.726 -4.556
C 0.869 0.577 -5.335
C 0.159 -0.517 -4.863
C -0.412 -0.459 -3.605
N -0.312 0.634 -2.838
C 0.321 1.718 -3.312
H 1.366 0.546 -6.296
H 0.051 -1.410 -5.462
H -0.967 -1.292 -3.194
H 0.320 2.604 -2.685
```

Values from the calculation:
- Total charge: +2
- ⟨S²⟩: 8.78
- Relative energy (zero: lowest compared OMol25 entry of this formula, charge and spin): 16.5 kcal per mole
- Multiplicity: 6
- Electronic energy: -3122.6572 hartree

Atom charges from the Mulliken analysis, given in e for atoms 1 to 4:
1 Ru 0.47
2 C -1.26
3 C -0.25
4 O -0.30



ORCA calculation (ωB97M-V/def2-TZVPD) on C7H11N3 in the gas phase in a non-equilibrium geometry.

Structure (XYZ):
```
21
C7H11N3, DFT ωB97M-V/def2-TZVPD
H 3.164 -2.598 -0.191
N 2.557 -2.043 0.397
C 2.276 -1.080 -0.327
C 1.414 0.026 0.392
C 2.032 1.374 0.148
N 2.451 2.358 -0.219
N 0.118 0.075 -0.419
C -0.878 -0.991 -0.269
C -1.940 -0.402 0.570
C -2.039 0.933 -0.086
C -0.644 1.293 -0.303
H 2.563 -0.867 -1.410
H 1.341 -0.230 1.483
H -0.418 -1.956 0.131
H -1.224 -1.338 -1.227
H -1.858 -0.483 1.656
H -2.911 -0.950 0.449
H -2.704 1.151 -0.966
H -2.477 1.760 0.609
H -0.466 1.985 -1.040
H -0.356 1.985 0.620
```

Values from the calculation:
- Relative energy (zero: lowest compared OMol25 entry of this formula, charge and spin): 41.1 kcal per mole
- Structure (SMILES): [H]/N=C/[C@@H](C#N)N1CCCC1
- Electronic energy: -437.4972 hartree

Atom charges from the Mulliken analysis, given in e for atoms 1 to 4:
1 H 0.28
2 N -0.56
3 C -0.21
4 C 0.38



ORCA calculation (ωB97M-V/def2-TZVPD) on a molecular structure, C10H7NO3 in a non-equilibrium geometry.

Structure (XYZ):
```
21
C10H7NO3, DFT ωB97M-V/def2-TZVPD
C 1.363 -2.245 -0.267
C 0.370 -1.297 -0.554
C 2.647 -1.737 0.082
C 0.693 0.088 -0.521
C 1.972 0.457 -0.055
C -2.687 1.551 -0.675
C -1.523 0.912 -0.367
C -2.218 0.152 0.732
C -3.553 0.825 0.308
C 2.238 1.920 0.227
N 2.873 -0.440 0.231
O -1.976 -0.752 1.468
O -0.221 1.061 -0.677
O 3.481 2.107 0.486
H 1.211 -3.244 -0.194
H -0.566 -1.740 -0.723
H 3.293 -2.519 0.290
H -2.879 2.253 -1.368
H -4.216 1.181 1.117
H -4.289 0.134 -0.074
H 3.988 1.334 0.534
```

Values from the calculation:
- Relative energy (zero: lowest compared OMol25 entry of this formula, charge and spin): 107.3 kcal per mole
- Electronic energy: -665.5444 hartree

Atom charges from the Mulliken analysis, given in e for atoms 1 to 4:
1 C -0.65
2 C -0.32
3 C -0.39
4 C 0.52



ORCA calculation (ωB97M-V/def2-TZVPD) on 4 unconnected molecules or ions with the total composition C57H51F9N3O10PS2 in a non-equilibrium geometry.

Structure (XYZ):
```
133
C57H51F9N3O10PS2, DFT ωB97M-V/def2-TZVPD
H -5.039 -0.618 3.336
N -5.148 -0.497 2.336
C -4.003 -0.510 1.734
C -3.958 -0.316 0.253
C -2.600 -0.352 -0.412
C -2.614 0.471 -1.694
C -2.840 1.970 -1.470
C -1.665 2.835 -1.903
C -1.670 4.231 -1.287
C -0.691 4.439 -0.128
N -0.467 3.248 0.676
O -1.640 0.309 0.485
S -0.203 -0.269 0.493
O 0.728 0.574 -0.202
O 0.083 -0.736 1.835
O -0.526 -1.504 -0.448
C -1.954 -1.742 -0.625
C -2.254 -2.362 -2.001
C -1.143 -2.357 -3.043
C -0.179 -3.531 -2.958
C 0.286 -3.904 -4.352
C 1.085 -5.177 -4.462
F 0.503 -6.168 -3.686
F 1.116 -5.642 -5.772
C 2.555 -5.205 -3.956
F 3.105 -6.443 -4.232
F 2.538 -4.992 -2.584
S 3.696 -3.868 -4.710
F 2.659 -3.645 -5.892
F 4.484 -4.885 -5.623
F 4.727 -4.068 -3.525
F 2.870 -2.810 -3.850
F 4.562 -2.675 -5.273
P -2.353 -3.054 0.623
N -3.859 -3.474 0.714
H -3.066 -0.616 2.266
H -4.380 0.656 0.050
H -4.606 -1.053 -0.202
H -1.671 0.318 -2.200
H -3.398 0.080 -2.325
H -3.700 2.269 -2.053
H -3.088 2.187 -0.441
H -0.738 2.324 -1.683
H -1.736 2.947 -2.978
H -1.417 4.947 -2.056
H -2.666 4.467 -0.937
H 0.261 4.777 -0.510
H -1.083 5.249 0.479
H 0.371 3.324 1.225
H -1.239 3.093 1.302
H -2.580 -3.382 -1.848
H -3.120 -1.852 -2.390
H -1.629 -2.362 -4.011
H -0.592 -1.431 -2.965
H -0.663 -4.370 -2.482
H 0.658 -3.242 -2.339
H -0.577 -4.088 -4.980
H 0.813 -3.076 -4.795
H -1.811 -2.516 1.791
H -1.461 -4.059 0.234
H -4.003 -4.445 0.491
O 3.349 3.035 1.897
C 4.515 2.755 1.719
C 4.916 1.600 0.864
C 3.928 0.845 0.248
C 4.274 -0.211 -0.569
C 5.613 -0.530 -0.776
C 6.604 0.213 -0.159
C 6.261 1.278 0.665
C 7.348 2.050 1.335
O 8.512 1.743 1.203
C 6.948 3.219 2.173
C 7.939 3.977 2.782
C 7.594 5.077 3.546
C 6.258 5.427 3.705
C 5.266 4.670 3.108
C 5.605 3.563 2.343
H 2.888 1.084 0.412
H 3.495 -0.791 -1.045
H 5.882 -1.358 -1.416
H 7.648 -0.023 -0.304
H 8.972 3.694 2.647
H 8.367 5.667 4.019
H 5.992 6.291 4.298
H 4.223 4.927 3.226
O -10.401 7.627 -0.774
C -9.315 7.096 -0.851
C -9.135 5.810 -1.587
C -10.233 5.233 -2.209
C -10.085 4.054 -2.918
C -8.838 3.447 -3.011
C -7.741 4.012 -2.385
C -7.885 5.192 -1.668
C -6.691 5.773 -0.987
O -5.617 5.212 -1.016
C -6.866 7.069 -0.271
C -5.765 7.650 0.343
C -5.899 8.863 0.995
C -7.133 9.502 1.036
C -8.236 8.924 0.433
C -8.108 7.705 -0.220
H -11.195 5.718 -2.130
H -10.941 3.607 -3.403
H -8.724 2.529 -3.572
H -6.767 3.549 -2.443
H -4.812 7.144 0.301
H -5.040 9.316 1.471
H -7.233 10.453 1.540
H -9.202 9.406 0.460
O 2.110 -6.515 4.760
C 3.151 -6.402 4.150
C 3.338 -5.332 3.129
C 2.302 -4.436 2.900
C 2.461 -3.420 1.974
C 3.657 -3.293 1.276
C 4.691 -4.185 1.495
C 4.534 -5.211 2.418
C 5.655 -6.174 2.622
O 6.674 -6.102 1.970
C 5.476 -7.232 3.660
C 6.515 -8.122 3.897
C 6.380 -9.096 4.870
C 5.208 -9.186 5.611
C 4.166 -8.308 5.374
C 4.294 -7.330 4.397
H 1.382 -4.544 3.456
H 1.656 -2.716 1.801
H 3.775 -2.493 0.561
H 5.624 -4.100 0.957
H 7.421 -8.037 3.315
H 7.191 -9.787 5.055
H 5.108 -9.944 6.375
H 3.247 -8.368 5.939
```

Values from the calculation:
- Structure (SMILES): [H]/N=C/C[C@@]1(CCCCCN)OS(=O)(=O)O[C@@]1(CCCCC(F)(F)C(F)(F)S(F)(F)(F)(F)F)[PH2]=N.O=C1c2ccccc2C(=O)c2ccccc21.O=C1c2ccccc2C(=O)c2ccccc21.O=C1c2ccccc2C(=O)c2ccccc21
- Electronic energy: -5155.8139 hartree

Atom charges from the Mulliken analysis, given in e for atoms 1 to 4:
1 H 0.30
2 N -0.72
3 C -0.25
4 C -1.02



ORCA calculation (ωB97M-V/def2-TZVPD) on a molecular structure, CH2OS2 in a non-equilibrium geometry.

Structure (XYZ):
```
6
CH2OS2, DFT ωB97M-V/def2-TZVPD
C -0.244 -0.213 -0.352
H 1.659 0.849 1.213
H -1.489 0.622 1.917
O -0.281 -0.736 -1.490
S 1.235 -0.775 0.698
S -1.013 1.130 -0.017
```

Values from the calculation:
- Relative energy (zero: lowest compared OMol25 entry of this formula, charge and spin): 109.6 kcal per mole
- Electronic energy: -910.7410 hartree

Atom charges from the Mulliken analysis, given in e for atoms 1 to 4:
1 C 0.54
2 H 0.16
3 H 0.18
4 O -0.47



ORCA calculation (ωB97M-V/def2-TZVPD) on 13 unconnected molecules or ions with the total composition C49H65BN7O23 in a non-equilibrium geometry.

Structure (XYZ):
```
145
C49H65BN7O23, DFT ωB97M-V/def2-TZVPD
O -1.742 2.339 -1.187
C -1.176 1.597 -0.354
O 0.072 1.574 0.034
B 0.357 0.492 0.986
O -0.934 -0.058 1.336
C -1.900 0.516 0.528
O -3.134 0.297 0.467
O 1.026 1.080 2.174
C 2.213 0.550 2.207
O 3.065 0.860 3.066
C 2.363 -0.497 1.098
O 1.268 -0.522 0.429
O 3.370 -1.180 0.922
N 2.171 1.879 -5.477
C 2.461 2.050 -4.180
C 2.869 3.255 -3.647
C 2.896 4.462 -4.353
C 2.480 4.291 -5.729
C 2.292 2.995 -6.257
H 2.391 1.144 -3.596
H 3.078 3.344 -2.591
H 3.091 5.433 -3.924
H 2.528 5.215 -6.287
H 2.165 2.857 -7.320
N -0.954 -6.110 -0.930
C -1.323 -7.406 -1.090
C -2.634 -7.831 -0.924
C -3.594 -6.943 -0.600
C -3.258 -5.607 -0.407
C -1.919 -5.256 -0.598
H -0.479 -8.074 -1.176
H -2.914 -8.818 -1.263
H -4.659 -7.110 -0.663
H -3.991 -4.874 -0.105
H -1.494 -4.282 -0.402
C -2.987 -1.172 -5.085
C -1.695 -1.399 -4.369
O -0.939 -2.196 -5.231
C -1.431 -2.124 -6.453
O -0.976 -2.688 -7.437
O -2.641 -1.496 -6.425
H -3.360 -0.149 -5.027
H -3.744 -1.850 -4.691
H -1.803 -1.846 -3.381
H -1.158 -0.478 -4.145
C -1.996 7.306 -1.479
C -0.580 6.771 -1.952
O 0.106 7.955 -2.273
C -0.776 8.890 -2.554
O -0.525 9.982 -3.069
O -2.002 8.487 -2.226
H -2.060 7.599 -0.430
H -2.876 6.710 -1.720
H -0.675 6.148 -2.841
H -0.114 6.154 -1.184
C 6.589 -3.412 5.316
C 6.652 -2.227 6.232
O 7.855 -1.573 5.816
C 8.539 -2.445 5.024
O 9.661 -2.222 4.573
O 7.887 -3.589 4.878
H 5.913 -3.167 4.497
H 6.278 -4.358 5.759
H 6.670 -2.519 7.282
H 5.738 -1.634 6.203
C 8.313 2.939 2.180
C 8.120 1.918 1.071
O 8.798 2.416 -0.027
C 9.426 3.523 0.331
O 9.973 4.284 -0.420
O 9.438 3.642 1.704
H 8.328 2.454 3.156
H 7.467 3.623 2.250
H 7.080 1.700 0.829
H 8.563 1.004 1.468
C 2.667 5.815 3.907
C 1.395 5.945 3.080
O 0.418 5.214 3.783
C 0.839 5.080 5.007
O 0.166 4.708 5.928
O 2.107 5.443 5.148
H 3.175 6.779 3.943
H 3.308 5.016 3.536
H 1.530 5.468 2.109
H 1.075 6.975 2.918
C -3.890 -3.788 4.919
C -4.699 -5.065 4.899
C -4.717 -5.732 6.274
C -5.226 -4.949 7.393
N -5.584 -4.354 8.279
H -2.838 -3.919 5.170
H -4.351 -3.173 5.691
H -3.898 -3.213 3.994
H -4.415 -5.776 4.123
H -5.689 -4.753 4.566
H -3.776 -6.116 6.667
H -5.430 -6.556 6.252
C 0.844 -0.892 7.777
C -0.062 -1.935 8.454
C 0.400 -3.371 8.016
C 1.753 -3.781 8.422
N 2.812 -4.076 8.750
H 0.676 -0.839 6.702
H 1.903 -1.130 7.877
H 0.630 0.007 8.355
H -1.086 -1.814 8.102
H -0.022 -1.786 9.533
H 0.237 -3.546 6.952
H -0.118 -4.216 8.468
C -4.954 4.570 -8.494
C -4.044 3.659 -7.551
C -3.509 4.522 -6.379
C -2.610 5.604 -6.799
N -1.924 6.479 -7.145
H -5.410 3.880 -9.203
H -4.314 5.251 -9.055
H -5.736 4.975 -7.851
H -3.211 3.298 -8.154
H -4.524 2.780 -7.120
H -2.851 3.905 -5.767
H -4.304 4.900 -5.736
C -8.378 -1.091 -2.087
C -9.389 0.002 -1.572
C -8.788 1.330 -1.074
C -8.037 2.149 -2.052
N -7.430 2.686 -2.895
H -7.770 -0.694 -2.900
H -8.897 -1.964 -2.485
H -7.766 -1.496 -1.282
H -9.977 -0.393 -0.742
H -10.125 0.154 -2.362
H -8.067 1.102 -0.289
H -9.570 1.956 -0.644
C 5.325 -4.365 -3.171
C 3.932 -4.728 -2.914
C 3.208 -5.537 -4.008
C 3.859 -6.856 -4.157
N 4.431 -7.846 -4.282
H 5.331 -3.660 -4.002
H 5.964 -5.176 -3.519
H 5.709 -3.886 -2.270
H 3.433 -3.786 -2.687
H 3.753 -5.322 -2.018
H 3.227 -4.934 -4.916
H 2.171 -5.758 -3.754
```

Values from the calculation:
- Total charge: -1
- Electronic energy: -4045.0223 hartree

Atom charges from the Mulliken analysis, given in e for atoms 1 to 4:
1 O -0.73
2 C 0.67
3 O -0.51
4 B 1.19



ORCA calculation (ωB97M-V/def2-TZVPD) on a molecular structure, C30H42MoN2O2P2 in a non-equilibrium geometry.

Structure (XYZ):
```
79
C30H42MoN2O2P2, DFT ωB97M-V/def2-TZVPD
P 0.663 -3.434 -0.845
P 0.415 2.484 -0.978
C -0.044 -2.039 -1.932
C 1.039 -1.014 -2.111
H -0.916 -1.745 -1.243
H -0.687 -2.275 -2.826
H 2.127 -1.156 -2.032
H 0.830 0.027 -2.770
C -1.257 3.311 -1.354
H -1.418 4.002 -0.485
H -2.071 2.485 -1.423
H -1.199 3.835 -2.349
C 1.817 3.494 -1.437
H 1.498 4.338 -2.075
H 2.474 2.838 -2.043
H 2.229 3.780 -0.465
C -0.644 -4.560 -0.959
H -0.664 -5.051 0.004
H -0.482 -5.296 -1.746
H -1.599 -4.058 -1.105
C 2.107 -3.879 -1.748
H 2.717 -3.040 -2.089
H 1.916 -4.501 -2.626
H 2.745 -4.451 -1.077
Mo -0.621 0.515 -2.011
C 0.401 1.117 -4.487
C -0.938 0.945 -4.194
C -1.842 0.348 -5.249
C -1.376 -1.007 -5.856
C -0.544 -1.854 -4.969
C 0.793 -1.787 -4.791
C 1.667 -0.862 -5.594
C 1.066 0.588 -5.707
C 0.887 -2.478 0.684
H 1.079 1.676 -3.819
H -1.461 1.481 -3.350
H -1.971 1.071 -6.070
H -2.820 0.171 -4.785
H -2.304 -1.562 -6.048
H -0.930 -0.882 -6.853
H -1.136 -2.701 -4.593
H 1.332 -2.592 -4.293
H 1.823 -1.295 -6.606
H 2.687 -0.813 -5.169
H 1.940 1.227 -5.909
H 0.412 0.635 -6.588
H 0.778 -1.496 0.239
H 1.890 -2.652 1.095
H 0.233 -2.447 1.545
O 0.495 2.857 0.760
C -0.002 1.879 1.496
N -0.104 2.205 2.832
C -0.412 0.980 3.603
C -0.788 0.080 2.367
O -1.248 -1.043 2.427
N -0.470 0.692 1.140
C 0.743 0.569 4.549
C 1.286 -0.712 4.542
C 2.388 -1.020 5.369
C 2.939 -0.076 6.233
C 2.353 1.189 6.274
C 1.264 1.501 5.464
C -1.606 1.175 4.649
C -1.739 0.726 6.002
C -2.813 1.139 6.829
C -3.818 1.993 6.346
C -3.744 2.391 4.998
C -2.646 1.981 4.193
H 0.230 3.115 3.236
H 0.809 -1.480 3.927
H 2.775 -2.044 5.355
H 3.756 -0.354 6.906
H 2.718 1.917 6.993
H 0.777 2.464 5.591
H -1.046 -0.007 6.410
H -2.869 0.795 7.878
H -4.648 2.314 7.001
H -4.536 3.043 4.583
H -2.684 2.287 3.141
```

Values from the calculation:
- Total charge: +2
- ⟨S²⟩: 2.02
- Multiplicity: 3
- Electronic energy: -2178.4148 hartree

Atom charges from the Mulliken analysis, given in e for atoms 1 to 4:
1 P 1.19
2 P 1.53
3 C -1.36
4 C -0.69